13
Properties=species:S:1:pos:R:3:forces:R:3 method="wB97M-V/def2-TZVPD" spin_multiplicity=1 homo_energy_ev=-16.2 total_charge=+1 orbital_gap_ev=12.81
Li 0.12066 0.03725 -0.02285 0.0042 -0.0442 0.6002
O -0.99811 -0.74215 -1.40589 -0.0285 -0.0158 0.4520
H -1.84696 -1.03616 -1.07537 -0.4214 -0.1502 0.0574
H -1.11789 -0.68035 -2.35355 0.1631 0.0791 -0.3287
O 1.55052 0.58777 -1.17510 -0.0810 0.0672 0.1249
H 1.54548 1.35249 -1.75078 0.0019 0.3312 -0.1344
H 2.19354 -0.00327 -1.56682 0.2772 -0.2871 -0.0163
O -0.36824 1.55757 1.29744 0.2201 -0.2508 -0.6232
H -0.17834 2.37405 0.83535 0.0833 0.4274 -0.0306
H -0.86182 1.82902 2.07134 -0.1887 -0.1650 0.2919
O 0.01483 -1.39942 1.56484 -0.1356 0.2986 -0.6446
H 0.39413 -1.72317 2.38188 0.2411 0.0977 0.2821
H -0.44775 -2.15363 1.19957 -0.1358 -0.3880 -0.0306

---

15
Properties=species:S:1:pos:R:3:forces:R:3 method="wB97M-V/def2-TZVPD" spin_multiplicity=1 homo_energy_ev=-8.6 smiles="C1=C[C@H]2[C@@H]3C[C@@]23C1" orbital_gap_ev=9.86
C 1.83596 -0.19743 -0.18010 -0.9733 0.0720 0.3958
C 1.35828 1.04458 0.10069 2.1448 0.6865 0.1459
C -0.08619 1.08350 0.44869 -0.8140 1.5394 0.8923
C -1.03598 0.60323 -0.61186 0.3450 1.5403 1.0743
C -2.01405 -0.24048 0.06341 -1.3866 0.0011 2.0171
C -0.52997 -0.36693 0.38575 0.4950 -0.4063 0.0530
C 0.69905 -1.20255 0.06410 -0.7411 -1.5818 0.7340
H 2.82587 -0.56067 -0.56392 -1.0157 0.7978 0.7251
H 1.99269 2.00238 0.26479 -1.0915 -1.8107 -0.8078
H -0.36599 1.99214 1.11487 0.0440 -2.0367 -0.6645
H -0.73610 0.43290 -1.57351 0.4360 -0.0116 -2.5344
H -2.62429 0.10766 0.97284 0.7488 -0.1043 -1.6345
H -2.64692 -0.86612 -0.61256 1.1862 -0.0460 0.7352
H 0.52360 -1.86700 -0.78655 -0.0741 0.1716 -0.2660
H 0.80405 -1.96521 0.91337 0.6965 1.1887 -0.8655

---

Calculated E (eV), listed in the same order as above: -8521.6156 -7384.8413
Calculated E_LUMO (eV), listed in the same order as above: -3.403 1.221